DFT (wB97M-V/def2-TZVPD) results for a gas-phase ion, C3H9O2S (charge +1).

Summary:
energy relative to the best compared isomer or geometry (same formula, charge and spin) = 45.9 kcal/mol
charge = +1
strongest force on any atom = 4.842 eV/Å
gap between HOMO and LUMO = 0.4514 Ha
E = -18177.0579 eV

Cartesian coordinates (Å):
C (2.39, -0.39, 0.07)
C (-1.39, 1.17, -0.83)
C (-1.06, -1.37, 0.83)
O (-0.14, 1.06, 1.63)
O (1.09, -0.10, -0.43)
S (-0.29, 0.34, 0.41)
H (2.94, 0.63, 0.20)
H (2.86, -0.83, -0.79)
H (2.46, -1.10, 0.88)
H (-2.32, 1.06, -0.41)
H (-1.12, 0.58, -1.73)
H (-1.10, 2.28, -0.86)
H (-1.45, -1.37, 1.76)
H (-0.35, -2.17, 0.82)
H (-2.03, -1.56, 0.32)

Atomic partial charges in e from the Mulliken method, atoms 1 to 5: -0.60, -0.89, -0.97, -0.54, -0.28